C42H108N10O23PSn2 | the ωB97M-V functional and the def2-TZVPD basis

Structure (XYZ):
```
186
Properties=species:S:1:pos:R:3:forces:R:3:mulliken_charge:R:1
Sn -15.3166 -10.8146 7.5056 -1.0 -0.5 3.5 1.13
Sn -14.8823 -11.1358 12.4200 -1.8 -0.7 -2.5 1.46
P -17.6497 -11.5409 10.1643 -3.1 -5.7 0.0 0.47
O -17.9323 -10.6083 8.9858 0.9 2.0 -1.2 -0.61
O -16.1606 -12.0124 9.9500 3.8 1.3 -0.5 -0.40
O -18.4742 -12.9090 9.9606 1.5 3.4 0.7 -0.83
O -17.7667 -11.0342 11.6446 1.7 0.9 -0.3 -0.69
N -12.1783 -9.8066 9.9709 -2.6 -0.2 -3.0 0.06
O -11.5893 -9.0060 9.2329 0.2 0.0 -1.2 -0.55
O -11.9237 -9.8827 11.0982 2.9 0.3 6.9 -0.44
O -13.1449 -10.5452 9.6433 -1.1 -0.2 -2.6 -0.19
N -13.7281 -15.1863 11.6957 0.6 -0.7 -2.9 0.77
O -13.8859 -15.7085 10.5700 -0.2 -0.4 0.1 -0.62
O -13.1028 -15.7386 12.5610 1.2 -1.7 2.3 -0.67
O -14.1043 -14.0386 11.8519 -1.4 3.6 0.8 -0.44
C -16.2184 -8.1739 10.5092 -0.7 -1.1 -0.1 -0.58
O -15.1940 -8.3243 11.4347 1.9 1.3 1.5 0.59
C -15.0595 -7.1589 12.3055 0.9 -1.9 0.3 -0.98
C -14.0565 -7.5294 13.4167 -1.5 1.1 0.7 -0.46
N -14.5289 -8.6147 14.3408 1.1 -0.2 -1.0 0.03
C -13.6448 -8.6995 15.5003 0.1 -1.9 -0.3 -0.98
C -12.2762 -9.4117 15.2703 -0.2 0.1 -0.7 0.32
O -12.3900 -10.6863 14.6131 -2.5 1.1 0.2 -0.12
C -11.2456 -11.4459 14.4120 1.3 -0.2 0.9 -0.61
H -16.1743 -9.0563 9.8709 -0.4 -0.1 0.1 -0.26
H -16.1106 -7.3214 9.8386 -0.1 0.5 0.3 0.13
H -17.0973 -8.2295 11.1515 -0.8 0.3 -1.0 0.48
H -16.0003 -6.8392 12.7536 -0.3 -0.3 -0.1 0.29
H -14.6769 -6.2941 11.7635 0.1 -0.1 -0.3 0.07
H -14.0009 -6.6366 14.0394 0.1 0.5 0.1 0.60
H -13.0353 -7.5961 13.0414 -0.1 -1.0 -0.1 -0.38
H -15.3809 -8.3592 14.8192 -0.7 0.4 -0.9 0.27
H -14.1659 -9.3419 16.2102 -0.1 -0.1 0.1 0.48
H -13.6179 -7.7213 15.9804 1.0 0.2 0.1 0.42
H -11.8827 -9.5117 16.2819 0.6 -0.2 0.0 0.39
H -11.6284 -8.8140 14.6290 0.2 0.3 0.3 -0.49
H -10.5250 -11.0430 13.7004 -0.3 0.2 -0.1 0.15
H -11.4846 -12.4681 14.1183 -0.4 0.2 -0.2 0.18
H -10.7396 -11.5330 15.3736 0.4 -0.1 0.2 0.42
C -17.8540 -4.5042 14.1462 0.4 1.4 -0.2 -0.90
O -16.5652 -4.4882 13.5599 1.1 -0.1 -0.4 -0.08
C -16.1615 -3.3023 12.8784 0.1 0.9 0.1 -1.15
C -14.6970 -3.2960 12.4082 -1.3 -1.1 2.1 0.44
N -13.7638 -3.4063 13.5642 -0.4 0.9 -2.9 -0.50
C -12.3628 -3.3834 13.0364 -1.1 -1.5 2.5 0.86
C -11.5222 -4.0040 14.1526 0.6 -1.3 0.1 -1.27
O -11.6052 -5.4798 14.2031 -1.6 1.3 0.7 -0.16
C -10.5891 -6.1890 13.6231 1.8 0.2 -0.9 -0.53
H -18.6205 -4.4172 13.3761 -0.2 -0.8 -0.1 0.34
H -18.0117 -3.5934 14.7238 0.2 0.2 0.4 0.36
H -17.9049 -5.3419 14.8417 -0.2 -0.1 -0.5 0.23
H -16.3213 -2.4251 13.5053 -0.3 0.1 0.3 0.46
H -16.6548 -3.1466 11.9190 -1.0 -0.2 0.1 0.39
H -14.5420 -2.3954 11.8140 0.2 0.1 0.2 0.01
H -14.7910 -4.1401 11.7250 1.3 -0.4 -0.3 -0.03
H -14.0746 -4.1539 14.1680 0.6 -0.5 -0.2 0.35
H -12.1715 -2.3276 12.8450 0.5 -0.2 -0.2 0.03
H -12.1728 -4.0506 12.1956 -0.3 0.3 -0.6 -0.21
H -11.9230 -3.7576 15.1358 0.2 0.6 -0.1 0.38
H -10.4688 -3.7459 14.0441 0.1 0.2 0.2 0.44
H -9.6156 -5.8699 13.9954 0.4 0.4 0.1 0.53
H -10.5618 -6.0391 12.5439 0.0 -0.3 -0.3 0.40
H -10.5441 -7.2517 13.8615 -0.9 0.0 0.0 -0.27
C -10.6801 -10.0915 5.9686 0.1 -1.1 2.3 -0.33
O -11.8442 -10.8002 5.5487 0.1 0.1 -1.3 -0.22
C -11.6734 -12.1227 4.9818 -0.4 0.6 1.1 -0.45
C -12.9070 -12.9934 5.2983 -0.7 0.7 -1.2 -1.11
N -13.2827 -13.1237 6.6853 0.9 0.4 0.0 0.15
C -12.3471 -13.9571 7.4640 -1.1 -0.3 1.3 0.41
C -12.4092 -15.4168 7.0952 0.7 0.2 -0.1 -1.00
O -13.5505 -16.0563 7.5992 -0.6 1.2 -0.1 -0.12
C -13.6959 -17.3668 7.1743 1.2 -1.0 0.0 -0.95
H -10.5260 -10.4325 6.9923 0.3 -0.3 0.4 0.16
H -10.8350 -9.0390 6.2062 -0.4 0.1 -1.1 -0.19
H -9.7012 -10.2711 5.5240 -0.4 0.0 -1.0 0.52
H -10.7908 -12.6050 5.4020 0.1 0.0 0.3 0.13
H -11.4792 -12.0718 3.9104 -0.3 0.1 -0.2 0.40
H -12.8253 -13.8971 4.6944 0.8 -0.8 0.4 0.35
H -13.8316 -12.6855 4.8100 0.1 1.2 -0.3 0.54
H -14.2239 -13.4897 6.7021 0.1 -0.6 0.4 0.53
H -12.6090 -13.8754 8.5189 -0.2 0.1 0.1 0.02
H -11.3046 -13.6398 7.4375 -0.2 0.4 -0.5 -0.56
H -11.4704 -15.8521 7.4376 0.0 -0.6 0.4 0.52
H -12.3077 -15.4147 6.0099 -0.5 -0.7 -0.5 0.39
H -12.7918 -17.8922 7.4818 0.3 -0.4 -0.2 0.34
H -13.7676 -17.4459 6.0896 -0.2 0.0 -0.3 0.34
H -14.4870 -17.9561 7.6380 -0.4 0.9 0.2 0.26
C -13.1392 -1.4701 4.2131 0.6 2.7 -0.3 -0.75
O -12.2146 -1.9001 3.2378 0.1 -2.4 1.7 -0.38
C -11.6808 -3.1978 3.6241 0.7 -0.1 -3.0 0.13
C -10.6026 -3.5454 2.5116 0.2 -0.6 1.2 -1.05
N -9.2512 -2.9760 2.6332 -0.4 -0.5 0.4 -0.42
C -8.6157 -3.2323 3.9507 -0.2 -0.4 -0.9 -0.68
C -8.4233 -4.7597 4.2336 1.0 0.3 -0.5 -0.74
O -9.0603 -5.1270 5.4143 -0.9 0.3 1.2 -0.18
C -8.3843 -5.8945 6.3838 0.1 -1.3 -0.6 -0.63
H -14.0933 -1.9593 4.4092 0.2 -0.8 -0.5 0.28
H -13.3379 -0.4769 3.8104 -0.8 0.2 0.2 0.32
H -12.6401 -1.2262 5.1509 0.1 -0.5 0.4 0.28
H -12.4417 -3.9735 3.5381 -0.5 0.1 -0.2 0.29
H -11.3047 -3.3638 4.6336 0.3 1.0 0.2 0.09
H -10.9372 -3.3617 1.4906 -0.4 0.4 0.2 0.45
H -10.4782 -4.6277 2.5446 -0.1 -0.2 0.1 0.36
H -9.3323 -1.9863 2.4488 0.3 0.2 0.2 0.29
H -9.2214 -2.7985 4.7464 0.2 -0.2 0.4 0.37
H -7.6436 -2.7395 3.9334 0.0 0.0 0.1 0.38
H -7.3768 -5.0628 4.2634 0.5 0.6 0.4 0.49
H -8.7209 -5.3945 3.3990 -0.8 0.2 -0.2 0.44
H -7.7446 -6.6243 5.8874 0.2 -0.2 -0.2 0.59
H -9.1189 -6.5030 6.9112 -0.2 0.3 0.1 -0.21
H -7.7519 -5.4109 7.1283 -0.2 0.8 -0.1 0.30
C -10.2104 -3.9787 9.3558 -1.5 0.0 1.9 -0.16
O -10.8280 -2.7419 9.7342 0.0 1.9 -0.8 -0.56
C -12.2610 -2.6378 9.4641 0.9 0.5 0.4 0.39
C -12.8053 -1.1212 9.4915 2.0 -2.0 0.9 -0.69
N -11.7396 -0.3624 8.8550 -1.2 -1.4 -0.6 -0.22
C -11.6270 0.9635 9.2769 0.8 2.2 0.9 -1.02
C -11.1048 1.1568 10.7279 -1.2 0.6 0.6 0.38
O -11.5848 2.3796 11.3641 0.0 -0.5 -0.4 -0.38
C -11.2576 2.4089 12.7395 0.9 0.1 0.1 -0.73
H -10.6579 -4.6255 10.1104 0.2 -1.2 -0.5 0.05
H -9.1552 -3.9650 9.6286 0.0 0.4 -0.6 0.28
H -10.4584 -4.3161 8.3494 0.3 0.2 -0.1 0.01
H -12.6744 -3.2474 10.2676 -0.9 -0.1 -0.5 -0.11
H -12.3803 -3.0183 8.4496 -0.6 -0.3 0.1 0.30
H -12.9229 -0.7534 10.5108 -0.1 -0.4 0.5 0.22
H -13.8193 -1.0974 9.0924 0.2 0.1 -0.8 0.34
H -10.8724 -0.8406 9.0536 0.1 -0.3 -0.2 0.23
H -12.5601 1.5216 9.1987 0.0 0.0 -0.3 0.41
H -10.8555 1.3717 8.6240 -0.3 0.7 -0.1 0.33
H -10.0155 1.1354 10.6945 0.1 -0.1 0.4 0.33
H -11.5394 0.4075 11.3895 0.5 -0.7 -0.2 -0.25
H -11.6793 3.2847 13.2327 0.0 0.2 -0.4 0.27
H -10.1735 2.3959 12.8522 0.4 0.5 0.0 0.32
H -11.5198 1.5672 13.3805 -0.8 -0.6 -0.5 0.26
C -7.6904 -7.5692 12.0003 0.2 0.4 -2.1 -1.54
C -8.0785 -7.9106 10.5183 -2.5 -0.1 0.7 0.66
C -8.1623 -9.3935 10.3068 0.8 -0.6 -0.3 0.87
O -6.8892 -10.0004 10.2863 0.9 -0.1 0.8 -0.46
C -6.1186 -10.0983 9.0794 -1.9 -0.6 1.0 -0.53
N -9.4508 -7.4134 10.1975 0.9 1.3 0.2 0.31
H -6.6623 -7.8941 12.1601 0.0 0.1 0.2 0.46
H -8.3522 -8.0115 12.7450 -0.1 -0.1 -0.2 0.06
H -7.7713 -6.4822 11.9995 0.2 0.1 0.6 0.38
H -7.4883 -7.3931 9.7620 0.7 -0.2 0.3 0.41
H -8.7678 -9.7282 9.4644 0.1 0.5 -0.6 0.00
H -8.7143 -9.8279 11.1402 0.3 0.3 0.1 -0.83
H -6.6564 -10.8643 8.5207 0.5 -0.2 -0.7 0.15
H -5.1610 -10.4683 9.4458 0.1 0.3 -0.6 0.25
H -6.1128 -9.1896 8.4774 0.4 0.2 0.2 0.23
H -9.6150 -7.6315 9.2251 -0.3 -0.1 0.1 -0.18
H -10.2192 -7.8110 10.7186 0.2 -0.5 0.1 -0.23
C -12.9153 -5.8003 6.7325 -1.0 0.8 0.3 -1.11
C -13.8905 -6.8857 7.0741 -1.6 -1.2 -0.9 1.04
C -15.1677 -6.8701 6.2103 -0.7 0.1 0.2 -1.62
O -16.0781 -7.8514 6.7098 0.8 -0.4 -0.4 0.18
C -17.4025 -7.5417 6.4054 -1.7 -1.2 0.8 -1.02
N -13.1995 -8.1700 7.0775 -1.0 -0.2 -0.5 0.24
H -12.3202 -6.1050 5.8716 0.5 0.0 0.4 0.33
H -12.4157 -5.6100 7.6823 0.8 0.3 -0.5 0.17
H -13.4369 -4.8993 6.4098 0.0 0.3 0.2 0.49
H -14.4207 -6.8436 8.0255 0.8 0.6 0.6 -0.25
H -15.1235 -6.9219 5.1224 0.7 -0.5 -0.3 0.40
H -15.7035 -5.9318 6.3541 0.4 0.6 0.3 0.51
H -17.6960 -7.5337 5.3557 0.6 0.7 -0.4 0.33
H -17.7987 -6.7202 7.0023 0.3 0.7 -0.4 0.37
H -18.0358 -8.3524 6.7657 0.3 -0.4 0.3 0.27
H -12.7358 -8.2746 6.1863 0.0 -0.3 -0.2 0.20
H -12.4733 -8.1374 7.7787 0.1 -0.5 0.4 -0.18
C -10.7601 -13.4529 11.1633 0.6 0.0 -0.7 -1.18
C -9.2617 -13.0637 11.0980 -0.3 0.3 0.3 0.04
C -8.6375 -12.6594 9.7642 -2.3 -1.2 0.1 0.38
O -9.0375 -13.7156 8.8964 1.2 0.0 -2.7 -0.36
C -8.6260 -13.5054 7.5044 1.0 0.6 1.3 -0.93
N -9.0912 -11.9504 11.9956 0.1 1.0 1.0 -0.45
H -11.4338 -12.6110 11.0036 0.2 0.5 0.4 0.27
H -10.8942 -13.8889 12.1533 -0.5 0.0 -0.2 0.32
H -11.1163 -14.1109 10.3706 0.5 -0.6 0.3 0.37
H -8.6688 -13.8560 11.5552 0.0 -0.4 -0.4 0.35
H -7.5796 -12.4623 9.9376 0.3 -0.3 -0.6 0.47
H -9.1458 -11.7694 9.3934 0.1 0.4 0.1 -0.45
H -7.5396 -13.4455 7.4390 0.5 -0.9 0.2 0.46
H -8.7870 -12.5014 7.1119 -1.2 0.3 0.2 0.15
H -8.9900 -14.2481 6.7945 -0.3 -0.1 0.5 0.36
H -9.6632 -11.1866 11.6647 -0.6 -0.1 0.1 -0.12
H -8.1627 -11.5596 11.9227 0.5 -0.3 0.1 0.37
```
Positions in Å, forces in eV/Å.

Calculated values
Net charge: -1
Electronic energy in Eh: -4712.36626
Gap between HOMO and LUMO in eV: 4.32
E_LUMO in eV: 0.7